The following is a quantum chemistry calculation of a 8-piece molecular cluster, C36H80Cl3N2O10P2S2 overall in a non-equilibrium geometry, from the OMol25 dataset.

```
135
Properties=species:S:1:pos:R:3:forces:R:3
H -7.4156 3.9596 5.0643 0.025 0.001 0.026
H -1.7804 -6.3169 -1.2794 -0.055 0.092 -0.060
C 0.6250 2.3086 -3.9650 -0.463 -0.163 0.562
H -3.6484 -2.4112 4.7648 -0.080 0.087 -0.031
C 1.5130 3.5320 2.7414 0.171 0.252 -0.386
O -0.7873 -4.8292 -2.2280 -0.279 -0.014 0.041
H -2.9161 3.9453 6.8958 -0.111 0.020 0.055
O -7.0309 0.8733 3.7669 -0.176 -0.013 -0.123
H 4.3336 -1.1962 -2.9529 0.183 0.067 0.381
O -4.0376 5.5694 6.4620 -0.061 -0.170 0.172
C -2.2669 -1.9632 6.3471 -0.142 0.026 0.075
H 0.8676 -6.8913 -2.6979 0.039 -0.005 0.100
H -2.7074 5.2420 4.1334 0.104 0.027 0.020
H 8.4003 2.5534 -3.3598 0.039 -0.088 -0.191
H -0.9113 -0.5508 -3.6804 0.049 -0.160 -0.283
H -7.2481 -5.0686 -2.4694 0.014 0.016 -0.011
H 0.3881 5.0792 2.3496 0.003 -0.014 -0.059
C -7.7545 1.9104 4.4233 0.335 0.028 0.349
C -5.6813 -6.3530 -1.6893 0.163 0.418 -0.105
H -3.2407 0.8027 2.4583 0.034 0.064 0.016
H -0.8181 0.9675 -1.4925 -0.135 0.157 0.241
Cl 3.8274 -4.2371 -2.9187 0.103 -0.045 0.415
H 7.3845 3.4830 -2.2913 -0.152 -0.161 0.137
C 2.7407 4.3317 3.1486 -0.059 0.031 0.173
C -3.5287 1.6243 0.4826 0.311 0.104 0.442
C -4.7734 -6.2420 -2.9037 0.094 -0.124 -0.008
H -4.1439 -5.3511 -2.8296 -0.049 0.047 -0.021
H 2.8354 5.2252 2.5260 0.025 -0.046 -0.077
H -4.6524 1.8637 2.3253 -0.013 -0.013 0.002
C 1.5946 3.0618 1.2997 -0.095 -0.168 0.019
H -6.0449 -4.2345 -1.4726 0.031 0.000 -0.082
H -6.2679 -7.2706 -1.7530 0.042 -0.060 0.108
C 0.0499 -5.9016 -0.2331 -0.072 0.074 0.111
C -6.6180 -5.1586 -1.5833 -0.102 -0.056 0.108
S 0.6069 1.7646 -7.0605 0.146 0.078 -0.092
H -7.2599 -5.2529 -0.7069 -0.013 -0.032 -0.014
H -8.8657 2.1897 6.2685 0.019 0.006 0.013
H -1.9923 -2.9962 6.5643 0.022 0.003 -0.005
C -0.7451 -6.0660 -1.5197 0.473 -0.008 -0.043
H -3.9948 6.3497 5.8999 -0.003 0.010 -0.031
H -3.0428 -1.6540 7.0482 -0.022 -0.029 -0.014
H -2.3690 0.1017 4.7890 0.020 0.008 0.007
H 0.6968 2.4975 1.0472 0.030 -0.028 -0.063
H -1.7789 2.5811 1.3035 -0.053 0.039 0.105
H -4.1085 -7.1044 -2.9625 -0.030 -0.025 -0.008
O 6.5824 2.4943 -5.2425 -0.131 -0.522 -0.092
C 2.2887 -1.1975 -6.3402 0.486 0.400 0.637
C -0.1536 -7.1511 -2.4064 -0.100 -0.062 -0.109
C 4.5683 -1.3902 -5.3244 -0.809 0.118 0.808
H 7.6538 -3.9321 -2.9819 0.097 -0.155 0.042
H -4.3692 -5.6695 -0.4207 0.018 0.018 -0.006
H -7.4516 1.1321 6.4154 0.031 0.080 0.008
H -4.6908 0.2272 1.6540 -0.054 0.031 0.002
H -6.0022 2.9031 5.2097 -0.045 0.005 0.075
C 5.6683 0.6754 -3.8400 0.059 -0.130 0.163
H 1.4064 2.6688 3.4007 -0.100 0.030 0.061
H 4.8434 -0.5933 -6.0139 0.430 -0.135 -0.218
H 9.5842 4.6066 -3.2507 0.102 0.031 0.197
H 4.6712 -2.3765 -5.7763 0.390 0.021 -0.304
H 2.6574 4.6615 4.1853 0.001 -0.036 0.009
H -2.0445 0.3661 0.3845 -0.033 -0.025 0.073
H 2.4863 -2.1150 -6.8840 -0.257 -0.115 -0.239
C 4.8165 -1.5714 -0.3941 -0.182 -0.005 -0.114
Cl 8.3520 -0.8399 -2.3128 -0.099 0.019 -0.095
H 4.7136 1.0616 -4.1965 -0.192 -0.060 0.008
H -1.8467 3.7788 4.6235 0.035 0.063 -0.060
H 5.8539 1.0977 -2.8520 -0.064 0.090 0.124
O -2.7830 0.6066 -0.1855 -0.211 -0.125 -0.176
O -3.1431 -0.4585 4.6664 -0.257 -0.057 0.049
C -4.0633 1.1053 1.8073 -0.080 -0.088 -0.134
H 6.6973 0.5072 -5.7049 -0.011 0.121 -0.234
C -2.8385 4.8205 6.2491 0.170 0.306 -0.327
H 6.8203 -1.3606 -4.4549 0.112 -0.483 0.215
H -1.5622 6.5508 6.0450 0.025 -0.045 -0.080
H 4.6774 -1.5633 0.6803 0.099 -0.051 0.153
C 6.6383 -1.1410 -2.0328 0.450 -0.044 0.217
H -1.3934 -1.3296 6.5237 0.054 -0.046 -0.050
H 4.5249 -2.5418 -0.7879 -0.046 -0.143 0.054
C -1.6844 -2.2334 3.9152 -0.092 0.008 -0.132
H 1.1857 3.0299 -4.5264 0.093 0.119 -0.055
H -0.7340 -7.2536 -3.3241 -0.052 -0.002 0.030
H 1.0777 -5.6018 -0.4544 0.023 -0.088 -0.049
H -0.7027 5.0812 6.5300 0.006 0.015 -0.041
H 0.1200 -4.5911 -2.4500 0.024 0.061 -0.032
C -2.7511 -1.8095 4.9131 0.449 0.080 0.072
O 5.6977 4.1695 -4.1217 -0.847 0.977 -0.077
H -6.5034 3.4796 3.6234 -0.035 0.007 -0.016
C 6.2331 -1.2637 -0.7770 -0.207 0.079 -0.061
H -5.3487 -6.1819 -3.8288 -0.003 0.020 0.003
H -0.1351 -8.1157 -1.8963 0.026 0.004 0.006
C 6.7364 1.1076 -4.8011 0.339 0.038 -0.177
C -0.3985 1.2061 -2.4462 -0.234 -0.676 -0.635
H 0.0742 -6.8295 0.3408 0.022 -0.005 -0.009
H 1.6496 3.9107 0.6141 0.059 0.018 0.016
H 7.7360 0.9984 -4.3908 0.063 -0.180 0.082
H 2.6137 -0.3393 -6.9209 -0.113 -0.048 -0.418
H -4.3590 1.8796 -0.1771 0.038 -0.116 -0.118
Cl 7.3111 -1.0981 0.5940 0.096 -0.005 0.086
P 5.6708 -3.5653 -3.6857 0.589 -0.176 -1.010
O -4.8991 -6.4702 -0.5005 -0.096 -0.203 0.034
H 4.1346 -0.8453 -0.8268 -0.085 0.128 -0.036
N 0.2044 1.1276 -4.5395 -0.234 -0.502 -0.217
C 0.4147 0.7048 -5.8556 0.160 0.471 0.089
H 8.5843 4.9192 -4.6446 0.016 0.128 -0.101
P 5.5841 -1.2512 -3.6666 -0.499 0.919 -0.868
S 0.4934 -1.0502 -6.0834 -0.321 -0.421 -0.149
H -2.0488 -2.1163 2.8942 -0.031 -0.030 0.007
C -2.6432 2.8424 0.6860 0.018 0.121 -0.180
H -0.7938 -1.6073 4.0203 0.023 -0.034 0.075
C 6.5812 3.3794 -4.2324 0.257 -0.351 0.112
H -1.3924 -3.2737 4.0628 0.021 0.002 0.006
H -0.3868 -5.1190 0.3885 -0.051 -0.020 -0.001
C -6.8727 3.1398 4.5917 -0.011 0.026 -0.139
C 8.5543 4.7150 -3.5764 0.095 -0.318 -0.307
H -8.9097 0.5381 5.6267 -0.021 0.018 -0.024
H 3.6508 3.7406 3.0423 0.002 0.004 -0.029
C -0.4640 0.4122 -3.5558 0.353 0.698 0.937
H -1.7090 5.9583 7.6974 -0.004 -0.036 0.008
H 8.1017 5.5583 -3.0712 -0.086 0.179 -0.001
C -1.6272 5.6461 6.6554 -0.016 -0.009 0.194
C 3.0767 -1.2082 -5.0354 0.033 -0.199 -0.174
C -8.2813 1.4187 5.7637 -0.124 -0.090 -0.043
H 2.7141 -2.0168 -4.4036 -0.051 -0.074 0.119
H -8.5932 2.1497 3.7680 0.014 -0.072 -0.082
N 0.2732 2.3728 -2.7066 0.470 0.317 -0.507
H -2.2609 3.2047 -0.2696 -0.027 0.002 -0.010
H 2.4643 2.4266 1.1287 0.015 0.014 -0.009
O 6.8038 -3.9860 -2.5315 -0.494 0.009 0.336
C 7.7605 3.4272 -3.3083 0.416 0.140 0.462
C -2.7420 4.3756 4.7993 -0.162 -0.190 0.000
H -6.2754 0.6407 4.3194 0.062 -0.006 -0.045
H 2.8972 -0.2812 -4.4895 -0.040 0.143 0.062
H -3.6175 3.7865 4.5207 0.008 -0.024 0.032
O 0.3249 4.3082 2.9229 -0.069 -0.108 0.320
H -3.1855 3.6530 1.1762 0.024 -0.005 0.041
```
Positions in Å, forces in eV/Å.

Computed properties:
HOMO level = -0.156 hartree
Net charge = -1
Gap between HOMO and LUMO = 5.48 eV
LUMO level = 1.249 eV